Record 1
Here is the molecule C15H15N3O4S from the OMol25 dataset. Energies are from ωB97M-V/def2-TZVPD.

The value obtained for the LUMO energy is 0.520 eV. The SMILES is Cc1cc(=O)[nH]c(SCC(=O)Nc2ccc3c(c2)OCCO3)n1. The calculation puts the HOMO energy at -8.4 eV. The frontier orbital gap comes out at 8.919 eV.

Each line ends with the natural charge from an NBO analysis.
Positions of all 38 atoms, in Å:
C1 1.482 1.414 1.857  -0.6447
C2 2.576 1.069 0.901  0.2668
C3 3.791 1.678 0.919  -0.3855
C4 4.817 1.323 -0.025  0.6299
O1 5.929 1.789 -0.129  -0.6018
N1 4.406 0.299 -0.902  -0.5930
C5 3.179 -0.256 -0.845  0.3419
S1 2.846 -1.529 -1.993  0.2999
C6 1.254 -2.108 -1.346  -0.6272
C7 1.361 -2.373 0.148  0.7044
O2 2.349 -2.858 0.650  -0.6113
N2 0.238 -2.159 0.881  -0.6243
C8 -0.974 -1.523 0.554  0.1348
C9 -2.175 -2.123 0.924  -0.2440
C10 -3.376 -1.513 0.623  -0.2130
C11 -3.402 -0.292 -0.038  0.1929
C12 -2.195 0.341 -0.357  0.2974
C13 -0.989 -0.280 -0.064  -0.3072
O3 -2.155 1.580 -0.939  -0.4939
C14 -3.389 2.262 -0.892  -0.0979
C15 -4.528 1.319 -1.278  -0.0969
O4 -4.617 0.259 -0.350  -0.4806
N3 2.263 0.100 -0.007  -0.5808
H1 1.047 0.504 2.262  0.2317
H2 1.860 2.034 2.664  0.2221
H3 0.693 1.955 1.334  0.2314
H4 4.031 2.441 1.640  0.2313
H5 5.087 -0.031 -1.575  0.4277
H6 1.074 -3.061 -1.849  0.2607
H7 0.475 -1.400 -1.608  0.2506
H8 0.298 -2.536 1.820  0.4108
H9 -2.166 -3.072 1.437  0.2188
H10 -4.315 -1.971 0.885  0.2286
H11 -0.069 0.232 -0.291  0.2524
H12 -3.566 2.644 0.123  0.1804
H13 -3.310 3.096 -1.590  0.2041
H14 -4.341 0.920 -2.284  0.1799
H15 -5.491 1.830 -1.259  0.2039


Record 2
Here is a structure of composition C13H25CdF3N4O14P2S2 from the OMol25 dataset. Energies are from ωB97M-V/def2-TZVPD.

The value obtained for the LUMO energy is 4.224 eV. The net charge is -2. The calculation puts the HOMO energy at -3.1 eV. The frontier orbital gap comes out at 7.285 eV.

Each line ends with the natural charge from an NBO analysis.
Positions of all 64 atoms, in Å:
Cd1 -0.369 -0.156 0.739  1.7567
O1 0.133 -2.332 0.996  -0.8598
C1 -0.821 -3.058 1.697  -0.0598
C2 -1.503 -2.161 2.711  -0.2340
N1 -1.981 -0.826 2.232  -0.5593
C3 -1.780 0.246 3.195  -0.3846
C4 -1.633 1.747 2.696  0.7909
O2 -2.049 2.637 3.431  -0.6806
O3 -1.220 1.883 1.470  -0.8961
C5 -3.364 -0.796 1.564  -0.3369
C6 -3.363 -0.905 0.019  0.7555
O4 -4.446 -0.581 -0.485  -0.7487
O5 -2.261 -1.160 -0.560  -0.8220
H1 0.779 -2.782 0.249  0.5341
H2 -0.366 -3.803 2.368  0.1662
H3 -1.548 -3.509 1.052  0.1681
H4 -0.843 -1.961 3.623  0.2233
H5 -2.335 -2.727 3.115  0.1699
H6 -0.877 0.017 3.803  0.2658
H7 -2.613 0.208 3.899  0.1770
H8 -3.850 0.113 1.886  0.2206
H9 -3.889 -1.657 1.986  0.1859
N2 1.238 -1.612 -3.130  -0.8924
C7 2.342 -1.118 -2.390  -0.4908
C8 3.519 -0.805 -3.282  -0.6399
P1 1.806 0.562 -1.674  2.3445
O6 1.610 1.276 -3.104  -1.0372
O7 2.867 1.210 -0.881  -1.1289
O8 0.382 0.359 -1.168  -1.2642
P2 2.956 -2.331 -0.894  2.3394
O9 3.718 -1.557 0.272  -1.0265
O10 4.059 -3.171 -1.637  -1.0005
O11 1.891 -3.283 -0.419  -1.1069
H10 0.923 -0.937 -3.809  0.3798
H11 0.429 -2.059 -2.625  0.4042
H12 4.945 -3.139 -1.197  0.5155
H13 3.283 -0.131 -4.115  0.2276
H14 4.027 -1.708 -3.705  0.1993
H15 4.262 -0.323 -2.707  0.2259
H16 1.561 2.211 -2.979  0.5128
H17 3.145 -1.275 1.080  0.5779
S1 0.236 4.554 -1.390  -0.3786
C9 -1.017 3.555 -1.943  0.3226
N3 -1.272 3.494 -3.292  -0.6290
C10 -2.471 2.872 -3.859  -0.2091
C11 -2.951 1.744 -2.872  -0.4219
C12 -3.119 2.344 -1.505  -0.2220
N4 -1.849 2.962 -1.049  -0.6142
H18 -0.849 4.281 -3.726  0.4010
H19 -2.274 2.417 -4.826  0.1889
H20 -3.235 3.642 -4.019  0.1650
H21 -2.194 0.968 -2.808  0.2469
H22 -3.904 1.361 -3.235  0.2151
H23 -3.468 1.656 -0.722  0.2539
H24 -3.803 3.230 -1.530  0.1664
H25 -1.462 2.677 -0.117  0.4805
F1 4.727 0.253 3.272  -0.2970
C13 3.883 0.215 4.299  0.7255
F2 4.426 -0.399 5.406  -0.3476
F3 3.650 1.443 4.745  -0.3056
S2 2.344 -0.797 4.048  2.2433
O12 2.320 -1.066 2.568  -1.0411
O13 1.177 0.072 4.417  -0.9716
O14 2.343 -2.080 4.819  -0.9432


Record 3
Here is the molecule C5H10N2O from the OMol25 dataset. Energies are from ωB97M-V/def2-TZVPD.

The value obtained for the LUMO energy is 1.008 eV. The SMILES is N[C@H]1CO[C@@H]2C[C@@]12N. The calculation puts the HOMO energy at -8.2 eV. The frontier orbital gap comes out at 9.236 eV.

Each line ends with the natural charge from an NBO analysis.
Positions of all 18 atoms, in Å:
N1 -0.701 -0.991 -1.853  -0.8510
C1 -0.922 -0.412 -0.485  -0.0602
C2 -0.352 -1.350 0.710  -0.1275
O1 0.871 -0.678 1.272  -0.5155
C3 1.106 0.130 0.140  -0.0046
C4 1.465 1.464 -0.174  -0.3386
C5 -0.083 0.885 -0.057  0.0327
N2 -0.622 1.361 1.175  -0.9083
H1 -0.856 -2.058 -1.708  0.3517
H2 -1.441 -0.747 -2.595  0.3830
H3 -1.976 -0.184 -0.186  0.2104
H4 0.034 -2.189 0.081  0.1863
H5 -0.872 -1.521 1.589  0.2089
H6 1.405 -0.493 -0.657  0.1925
H7 1.739 2.310 0.489  0.2333
H8 1.968 1.600 -1.208  0.2283
H9 -0.416 0.451 1.939  0.3821
H10 -0.346 2.423 1.525  0.3965


Record 4
Here is a cluster of 2 separate species, C5H10NO2S in total from the OMol25 dataset. Energies are from ωB97M-V/def2-TZVPD.

The value obtained for the LUMO energy (alpha / beta) is 3.301 / 3.244 eV. The net charge is -1. The calculation puts the HOMO energy (alpha / beta) at -3.2 / -3.0 eV. The frontier orbital gap (alpha / beta) comes out at 6.533 / 6.198 eV.

Each line ends with the natural charge from an NBO analysis.
Positions of all 19 atoms, in Å:
C1 1.158 -1.033 -0.510  -0.0822
C2 1.763 0.299 -0.244  -0.1256
C3 -0.963 0.019 -0.179  0.3459
C4 -1.197 -0.331 1.249  -0.6999
C5 -2.010 0.796 -0.861  -0.6759
N1 1.055 1.285 0.018  0.1244
O1 0.955 2.495 0.171  -0.4560
O2 -0.217 -0.956 -0.865  -0.5453
S1 4.769 -0.312 -0.272  -0.8865
H1 1.810 -1.474 -1.204  0.2222
H2 1.110 -1.735 0.477  0.1523
H3 2.996 0.349 -0.099  0.2546
H4 -2.165 -0.740 1.481  0.1936
H5 -1.342 0.596 1.726  0.2155
H6 -0.281 -0.854 1.718  0.2268
H7 -1.757 1.276 -1.844  0.2212
H8 -2.255 1.527 -0.179  0.2184
H9 -2.845 0.227 -1.152  0.1960
H10 4.567 0.754 -1.074  0.1006


Record 5
Here is the ion C19H31F7NO3S with charge +1 from the OMol25 dataset. Energies are from ωB97M-V/def2-TZVPD.

The value obtained for the LUMO energy is -4.144 eV. The net charge is +1. The SMILES is CCC[C@H](C)[C@]1(CC(C)C)C=[NH+][C@H](CCCO)[C@@H]1S(=O)(=O)C(F)(F)C(F)(F)C(F)(F)F. The calculation puts the HOMO energy at -13.4 eV. The frontier orbital gap comes out at 9.256 eV.

Each line ends with the natural charge from an NBO analysis.
Positions of all 62 atoms, in Å:
C1 1.839 1.132 4.268  -0.6129
C2 1.091 1.976 3.208  -0.3975
C3 0.898 1.156 1.926  -0.4229
C4 0.327 1.912 0.706  -0.1827
C5 -0.523 3.118 1.157  -0.6325
C6 -0.512 1.007 -0.324  -0.1322
C7 -0.721 1.834 -1.624  -0.3839
C8 -2.094 1.779 -2.314  -0.2308
C9 -2.557 0.361 -2.660  -0.6138
C10 -3.196 2.552 -1.580  -0.6206
C11 -1.703 0.722 0.497  0.3250
N1 -1.886 -0.524 0.759  -0.4368
C12 -1.049 -1.449 -0.025  -0.0683
C13 -0.687 -2.804 0.593  -0.4355
C14 -1.080 -3.976 -0.309  -0.4281
C15 -2.573 -4.277 -0.383  -0.0701
O1 -3.160 -4.417 0.910  -0.7149
C16 -0.027 -0.472 -0.696  -0.4123
S1 1.655 -1.171 -0.609  2.0846
O2 1.553 -2.271 -1.534  -0.9030
O3 2.129 -1.429 0.720  -0.8938
C17 2.837 0.023 -1.468  0.4289
F1 2.287 1.244 -1.541  -0.3101
F2 2.992 -0.427 -2.708  -0.2808
C18 4.236 0.169 -0.789  0.5495
F3 4.811 1.212 -1.416  -0.2862
F4 4.075 0.502 0.500  -0.2904
C19 5.178 -1.092 -0.914  0.9269
F5 4.493 -2.129 -1.390  -0.3010
F6 5.650 -1.405 0.280  -0.2849
F7 6.181 -0.819 -1.728  -0.2828
H1 2.805 1.566 4.516  0.2244
H2 1.981 0.107 3.919  0.2081
H3 1.256 1.069 5.187  0.2174
H4 1.689 2.857 2.971  0.2076
H5 0.130 2.280 3.623  0.1973
H6 1.893 0.818 1.668  0.2344
H7 0.303 0.269 2.168  0.1848
H8 1.157 2.344 0.155  0.2390
H9 -1.191 2.875 1.987  0.2005
H10 -1.159 3.498 0.355  0.2107
H11 0.124 3.929 1.482  0.2503
H12 -0.472 2.880 -1.444  0.2333
H13 0.020 1.481 -2.342  0.2323
H14 -1.943 2.278 -3.277  0.2288
H15 -3.396 0.400 -3.357  0.2432
H16 -2.910 -0.182 -1.779  0.1758
H17 -1.761 -0.192 -3.164  0.2118
H18 -3.738 1.908 -0.880  0.1891
H19 -3.944 2.886 -2.303  0.2426
H20 -2.825 3.445 -1.078  0.2158
H21 -2.356 1.445 0.969  0.2569
H22 -2.598 -0.851 1.402  0.4422
H23 -1.717 -1.705 -0.858  0.2330
H24 0.375 -2.881 0.804  0.2592
H25 -1.216 -2.916 1.545  0.2321
H26 -0.705 -3.800 -1.323  0.2237
H27 -0.564 -4.864 0.062  0.2364
H28 -2.708 -5.224 -0.906  0.2026
H29 -3.102 -3.506 -0.956  0.1487
H30 -3.707 -3.654 1.107  0.4619
H31 -0.187 -0.597 -1.766  0.2701


Record 6
Here is a cluster of 2 separate species, H2P2 in total from the OMol25 dataset. Energies are from ωB97M-V/def2-TZVPD.

The value obtained for the LUMO energy (alpha / beta) is -1.023 / -0.963 eV. The calculation puts the HOMO energy (alpha / beta) at -9.8 / -8.4 eV. The frontier orbital gap (alpha / beta) comes out at 8.781 / 7.407 eV.

Each line ends with the natural charge from an NBO analysis.
Positions of all 4 atoms, in Å:
P1 0.611 -1.107 0.067  -0.0317
P2 -0.962 0.131 -0.017  0.0621
H1 -0.310 -2.064 0.311  -0.0281
H2 0.660 3.039 -0.361  -0.0023